165
Properties=species:S:1:pos:R:3:forces:R:3 method="wB97M-V/def2-TZVPD" e_homo_ev=-9.052 homo_lumo_gap_ev=9.13 e_tot_ev=-192883.781
C -1.545 4.157 5.306 0.27 -0.05 0.04
C -2.193 3.460 4.399 -0.44 -0.30 -0.04
C -1.544 2.566 3.399 0.64 0.88 -1.33
O -1.163 3.014 2.334 -0.01 -0.56 0.92
O -1.370 1.264 3.715 -0.33 0.38 -0.28
C -2.609 0.626 4.064 -0.38 -0.72 0.50
C -3.184 -0.248 2.938 0.63 0.24 -0.07
C -2.286 -0.370 1.715 -0.35 -0.24 0.04
C -2.757 -1.504 0.797 0.76 0.14 -0.05
C -1.921 -2.770 1.001 -0.04 0.50 0.09
C -0.524 -2.624 0.356 -1.22 -0.36 1.01
C -0.289 -3.611 -0.723 1.31 0.66 -1.60
Br 0.143 -5.435 -0.071 0.02 0.48 0.82
O -1.320 -3.826 -1.667 -0.11 -0.74 -0.40
C -0.706 -4.342 -2.795 -0.77 -1.12 -1.79
O -1.283 -4.791 -3.769 1.37 1.11 2.67
O 0.673 -4.288 -2.634 -0.92 0.57 -1.05
C 0.844 -3.188 -1.742 -1.04 -0.55 0.65
Cl 0.182 -1.759 -2.650 0.49 0.28 0.42
C 2.236 -3.005 -1.195 0.28 -0.03 -0.71
C 3.083 -1.861 -1.769 0.28 0.05 0.46
C 3.061 -0.599 -0.895 0.05 -0.07 -0.01
C 3.262 0.690 -1.693 -1.26 -0.64 0.04
C 1.920 1.086 -2.326 0.78 0.15 -0.06
C 1.807 2.552 -2.716 0.00 -0.65 -0.75
C 0.676 2.743 -3.743 0.02 1.07 0.20
C -0.540 3.579 -3.291 -0.09 -0.93 -0.09
C -0.842 3.599 -1.798 -0.50 0.17 -0.43
C -0.987 2.226 -1.126 0.00 0.84 0.55
O -1.315 1.173 -1.990 0.16 -0.22 -0.17
C -2.698 1.079 -2.301 0.62 0.01 0.15
H -0.472 4.105 5.395 0.20 0.02 0.12
H -2.092 4.787 5.982 -0.02 0.22 0.17
H -3.266 3.539 4.346 -0.29 -0.05 -0.03
H -3.350 1.344 4.393 -0.04 0.23 0.09
H -2.416 -0.012 4.916 0.25 -0.03 0.26
H -4.148 0.142 2.634 -0.31 -0.04 -0.07
H -3.311 -1.247 3.341 -0.29 -0.24 0.15
H -2.265 0.567 1.176 0.10 0.31 -0.10
H -1.273 -0.574 2.041 0.33 0.08 0.02
H -2.588 -1.173 -0.225 -0.41 -0.13 -0.30
H -3.807 -1.705 0.968 -0.32 -0.03 -0.18
H -1.779 -2.909 2.067 -0.13 -0.25 0.29
H -2.443 -3.637 0.614 -0.03 -0.24 -0.09
H 0.212 -2.781 1.133 0.42 -0.12 -0.03
H -0.391 -1.606 0.009 0.06 0.17 -0.44
H 2.736 -3.948 -1.375 0.09 -0.32 0.03
H 2.177 -2.881 -0.123 -0.12 -0.02 0.36
H 4.105 -2.215 -1.810 0.31 -0.03 -0.18
H 2.804 -1.610 -2.783 -0.17 -0.10 -0.29
H 3.821 -0.671 -0.124 0.20 -0.21 0.18
H 2.102 -0.580 -0.380 -0.21 0.25 0.19
H 3.633 1.488 -1.061 0.29 0.16 0.07
H 3.946 0.438 -2.491 0.62 0.46 0.03
H 1.103 0.740 -1.711 -0.30 0.13 0.14
H 1.847 0.525 -3.253 -0.25 -0.20 -0.21
H 1.739 3.218 -1.863 -0.14 0.06 0.24
H 2.741 2.796 -3.216 0.29 0.20 0.00
H 1.098 3.253 -4.604 0.09 0.09 -0.26
H 0.335 1.792 -4.126 -0.08 -0.42 0.16
H -0.474 4.585 -3.680 0.12 0.42 0.17
H -1.406 3.145 -3.781 -0.24 -0.02 -0.19
H -0.107 4.215 -1.295 0.23 -0.02 0.34
H -1.781 4.130 -1.676 -0.18 0.26 -0.02
H -0.068 2.013 -0.594 0.26 -0.50 -0.09
H -1.740 2.321 -0.342 -0.15 -0.08 0.15
H -2.771 0.819 -3.348 -0.26 -0.18 -0.26
H -3.214 2.016 -2.130 -0.14 0.28 0.00
H -3.139 0.311 -1.670 -0.31 -0.15 -0.01
C 6.870 -0.300 -3.750 -0.01 0.34 -0.15
O 6.048 -0.395 -2.847 0.07 -0.33 0.10
N 7.982 -1.103 -3.807 -0.11 -0.09 0.02
N 6.728 0.597 -4.754 0.16 0.01 0.20
H 8.669 -1.052 -4.535 -0.05 0.03 -0.06
H 8.101 -1.770 -3.069 0.05 0.06 0.07
H 5.920 1.192 -4.735 -0.02 0.03 -0.24
H 7.367 0.687 -5.521 -0.08 -0.09 -0.11
C -5.047 2.381 7.033 0.00 -0.26 0.09
O -5.100 2.433 5.809 0.08 0.23 -0.12
N -4.971 1.210 7.708 -0.30 0.04 -0.12
N -5.057 3.510 7.811 -0.01 0.08 -0.11
H -4.926 1.135 8.713 0.28 0.02 -0.18
H -4.953 0.368 7.158 0.02 -0.09 -0.04
H -5.115 4.392 7.341 -0.03 0.01 -0.02
H -5.010 3.489 8.812 0.04 -0.08 0.01
C 0.374 7.221 0.127 0.02 0.02 -0.02
O -0.287 7.217 -0.901 0.08 -0.03 0.05
N 0.415 6.153 0.978 0.01 -0.05 -0.08
N 1.131 8.294 0.508 0.32 0.00 -0.10
H 0.948 6.135 1.827 -0.02 0.12 -0.03
H -0.127 5.347 0.730 -0.10 -0.08 0.08
H 1.115 9.095 -0.094 -0.22 0.05 0.03
H 1.686 8.322 1.348 -0.15 0.06 0.16
C 3.024 8.826 4.275 0.12 0.01 0.11
O 2.343 8.828 3.261 0.00 -0.06 -0.13
N 3.088 7.747 5.107 -0.05 -0.04 -0.04
N 3.772 9.904 4.651 -0.06 -0.01 -0.07
H 3.640 7.723 5.942 0.01 0.02 0.00
H 2.550 6.940 4.853 0.00 0.02 0.02
H 3.743 10.712 4.058 -0.01 0.02 -0.01
H 4.338 9.926 5.477 0.00 -0.03 0.02
C -5.690 -2.667 5.952 -0.14 -0.05 -0.09
O -4.852 -1.813 6.196 0.10 0.07 0.18
N -6.107 -2.931 4.681 0.07 0.01 -0.01
N -6.274 -3.423 6.931 0.09 0.03 -0.01
H -6.793 -3.625 4.453 -0.02 -0.01 0.02
H -5.698 -2.388 3.943 -0.01 0.04 0.00
H -5.991 -3.249 7.876 -0.02 0.03 0.03
H -6.963 -4.127 6.751 -0.02 0.00 -0.03
C -4.621 -1.144 -5.081 0.05 -0.13 0.07
O -4.023 -0.157 -5.472 -0.01 0.02 0.01
N -4.028 -2.103 -4.306 -0.03 0.11 0.00
N -5.937 -1.373 -5.388 0.00 0.04 0.00
H -4.499 -2.922 -3.976 0.00 -0.03 -0.02
H -3.064 -1.969 -4.065 0.04 -0.03 -0.01
H -6.399 -0.689 -5.955 0.01 0.03 -0.01
H -6.448 -2.177 -5.079 0.02 -0.03 0.02
C 3.580 1.294 -6.969 -0.12 -0.10 0.05
O 4.681 1.809 -6.858 0.03 0.03 0.14
N 2.887 1.302 -8.147 0.05 0.03 0.00
N 2.949 0.673 -5.927 0.11 0.06 -0.05
H 1.982 0.888 -8.261 -0.02 -0.02 0.04
H 3.322 1.751 -8.930 0.03 0.01 -0.01
H 3.427 0.647 -5.045 -0.02 -0.03 0.04
H 2.045 0.248 -5.999 -0.03 0.02 -0.01
C 6.266 -3.434 -6.602 -0.02 -0.05 0.06
O 6.563 -2.417 -7.203 0.05 -0.02 0.00
N 5.950 -4.601 -7.247 0.02 0.03 -0.03
N 6.227 -3.493 -5.236 0.00 0.03 -0.02
H 5.704 -5.449 -6.774 -0.01 0.01 0.04
H 5.971 -4.590 -8.249 0.00 0.02 -0.03
H 6.453 -2.651 -4.737 0.01 -0.01 0.02
H 5.990 -4.319 -4.722 -0.05 -0.03 -0.04
C 4.205 10.363 -2.404 -0.05 -0.06 -0.03
O 5.007 11.177 -2.825 -0.01 -0.01 0.02
N 3.907 10.246 -1.072 -0.03 0.04 0.03
N 3.533 9.497 -3.223 0.01 0.01 0.02
H 3.251 9.582 -0.708 0.03 -0.12 0.00
H 4.379 10.864 -0.441 0.03 0.03 -0.01
H 3.725 9.554 -4.204 0.01 0.01 -0.03
H 2.869 8.821 -2.893 0.00 0.00 0.03
C 1.442 -9.626 -1.225 0.00 0.13 -0.01
O 2.146 -10.418 -0.627 -0.07 -0.05 -0.03
N 0.979 -8.472 -0.661 0.04 -0.23 -0.03
N 1.047 -9.831 -2.526 -0.16 -0.16 0.06
H 0.398 -7.812 -1.142 0.01 0.00 -0.07
H 1.247 -8.289 0.288 0.03 -0.01 0.02
H 1.371 -10.666 -2.976 0.09 0.02 -0.02
H 0.470 -9.191 -3.038 0.04 0.07 0.00
C -2.606 -12.552 -0.898 0.07 0.04 -0.02
O -3.398 -13.137 -0.182 -0.01 0.01 -0.02
N -1.428 -12.038 -0.432 -0.01 0.05 -0.02
N -2.832 -12.360 -2.237 -0.04 -0.01 0.00
H -0.765 -11.552 -1.008 0.03 -0.02 0.00
H -1.228 -12.159 0.542 0.02 -0.02 0.02
H -3.686 -12.724 -2.614 -0.03 -0.02 0.01
H -2.195 -11.882 -2.844 0.04 0.01 0.02
C -3.828 -0.542 10.822 0.04 -0.17 0.01
O -3.823 0.480 10.151 -0.03 0.01 0.35
N -3.631 -1.770 10.260 -0.07 0.02 -0.10
N -4.026 -0.533 12.172 -0.01 0.06 -0.05
H -3.624 -2.625 10.782 0.03 0.01 0.05
H -3.479 -1.802 9.267 0.02 0.03 -0.01
H -4.171 0.357 12.609 0.01 0.03 0.01
H -4.031 -1.359 12.738 0.02 -0.03 -0.01